(1)
A molecular structure, C25H51AlBN2O5. Source: OMol25; level of theory: wB97M-V/def2-TZVPD.

The geometry in ORCA input format:
```
! RIJCOSX wB97M-V def2-TZVPD def2/J DEFGRID3
* xyz -1 1
C 7.94519 2.19282 1.63741
C 6.79762 1.53375 0.80066
C 7.05899 0.03106 0.55549
C 6.24972 -0.53644 -0.65475
C 4.81647 -0.98237 -0.22747
C 4.24037 -1.99321 -1.28386
C 2.80645 -1.56465 -1.73193
C 1.74547 -2.69602 -1.75146
C 1.68125 -3.56399 -0.47630
C 0.94653 -2.88397 0.71429
C -0.56745 -3.18666 0.60019
C -1.44766 -2.55871 1.72728
C -2.29962 -1.33123 1.29918
C -3.75406 -1.57564 0.82324
C -3.94301 -2.29675 -0.55434
C -4.12359 -1.34234 -1.76557
C -3.70676 -2.01547 -3.11220
N -2.29057 -2.34342 -3.23912
O -2.52616 -0.66735 2.56515
Al -2.01664 1.06714 2.46411
C -3.46014 2.50795 2.54835
C -2.88284 3.75347 1.79714
C -3.76541 4.28778 0.63907
C -4.38011 3.18446 -0.26267
C -4.43106 3.53260 -1.76798
C -3.02772 3.67997 -2.40577
B -0.18526 1.46596 3.44048
O 0.72572 2.32281 2.77241
O 0.19845 0.97063 4.71021
O -1.62055 1.03685 0.64507
C -1.39196 -0.32162 0.48229
O -1.25530 -0.59935 -0.96462
C -0.67163 0.37852 -1.56304
N -0.07382 1.24225 -1.98178
H 7.52677 2.86235 2.40715
H 8.57663 2.81922 0.98789
H 8.55310 1.44499 2.16755
H 6.71873 2.11363 -0.13374
H 5.85675 1.72012 1.34427
H 8.13982 -0.08108 0.36912
H 6.76886 -0.53794 1.45309
H 6.79617 -1.39447 -1.07808
H 6.20861 0.26075 -1.41460
H 4.22562 -0.05296 -0.21677
H 4.81603 -1.42444 0.77987
H 4.31696 -3.03485 -0.94692
H 4.91013 -1.90271 -2.15702
H 2.44500 -0.69044 -1.16995
H 2.90020 -1.21242 -2.77556
H 0.76050 -2.19318 -1.82909
H 1.81147 -3.31529 -2.66223
H 1.09420 -4.46573 -0.73469
H 2.65345 -3.93449 -0.11623
H 1.18058 -1.81483 0.82351
H 1.30960 -3.38379 1.63270
H -0.65911 -4.28707 0.69414
H -0.92960 -2.96568 -0.41671
H -2.09720 -3.30931 2.20381
H -0.76049 -2.21472 2.51734
H -4.26914 -0.59993 0.82317
H -4.25650 -2.18981 1.58527
H -3.12019 -3.02115 -0.67990
H -4.86837 -2.89806 -0.48146
H -3.65139 -0.35948 -1.61841
H -5.21148 -1.14064 -1.83958
H -4.30364 -2.94326 -3.17841
H -3.95898 -1.34427 -3.94934
H -1.71960 -1.50939 -3.31320
H -1.95119 -2.87557 -2.44503
H -4.41149 2.12917 2.13834
H -3.68123 2.80195 3.59413
H -2.72476 4.56562 2.53090
H -1.88131 3.53249 1.37130
H -4.55659 4.92861 1.07140
H -3.14200 4.97501 0.03521
H -5.42802 3.05350 0.07009
H -3.88355 2.22010 -0.06350
H -5.07706 4.41516 -1.90893
H -4.94134 2.68718 -2.26934
H -2.46635 2.74328 -2.28658
H -2.45500 4.46733 -1.89022
H -3.15574 3.98384 -3.45526
H 0.19790 3.11056 2.56690
H 0.72960 0.16409 4.63788
H -0.35316 -0.43770 0.86662
*
```

**LUMO energy**: 2.7 eV
**Molecular weight**: 497.49 g mol⁻¹
**Kohn-Sham gap**: 7.42 eV
**Max |F|**: 0.0617 hartree/bohr

Okay, here come the Mulliken numbers, in e, for every atom: -1.173, -0.294, -0.742, -0.788, -0.559, -0.673, -0.766, -0.078, -1.070, -0.421, 0.297, -1.377, 2.633, -1.717, -0.872, 0.274, -1.052, -0.677, -0.550, -0.960, -0.755, -0.374, -0.851, 0.682, -0.857, -0.846, 0.722, -0.529, -0.515, -0.421, -0.093, 0.322, 0.369, -0.761, 0.338, 0.263, 0.338, 0.326, 0.199, 0.388, 0.300, 0.436, 0.319, 0.301, 0.283, 0.410, 0.460, 0.211, 0.394, -0.403, 0.473, 0.536, 0.495, 0.144, 0.332, 0.570, -0.499, 0.316, 0.374, 0.102, 0.500, 0.414, 0.503, -0.288, 0.439, 0.329, 0.457, 0.362, 0.320, 0.323, 0.529, 0.329, 0.020, 0.272, 0.337, 0.396, -0.643, 0.380, 0.308, 0.045, 0.299, 0.387, 0.303, 0.247, -0.507

***

(2)
A molecular structure, C14H27IMgNO2. Source: OMol25; level of theory: wB97M-V/def2-TZVPD.

The geometry in ORCA input format:
```
! RIJCOSX wB97M-V def2-TZVPD def2/J DEFGRID3
* xyz 2 2
C 1.24581 -2.38582 2.16378
O 0.68391 -1.60154 1.10929
C -0.25880 -0.61570 1.60800
C -0.49218 0.44442 0.52823
C -1.39988 1.57517 1.07202
C -2.49620 1.17858 2.07833
C -2.04670 1.21943 3.54145
I -3.56013 1.99375 4.82897
C -1.25592 -0.25355 -0.64675
C -0.50755 -0.54877 -1.95654
C -1.45110 -0.52878 -3.18284
C -0.02523 -2.00327 -1.86960
N 0.56206 0.46039 -2.21288
O -0.00055 1.53325 -2.63679
C 1.55902 0.81226 -1.15600
C 2.66536 -0.25875 -0.97754
C 2.30060 2.06646 -1.65833
C 0.89691 1.07530 0.21044
H 2.14704 -1.91798 2.55761
H 0.53419 -2.52982 2.97099
H 1.49756 -3.37319 1.77604
H 0.15311 -0.15388 2.50480
H -1.17798 -1.14154 1.85546
H -1.88765 2.06147 0.23071
H -0.78570 2.34233 1.53873
H -3.29930 1.89926 1.95598
H -2.93647 0.20974 1.84891
H -1.20018 1.88556 3.67547
H -1.76089 0.24434 3.92071
H -1.59375 -1.21786 -0.26934
H -2.16214 0.30267 -0.85394
H -1.80019 -1.53344 -3.41514
H -0.92163 -0.17249 -4.05978
H -2.32085 0.08457 -2.99698
H -0.86405 -2.67326 -1.72923
H 0.57258 -2.15116 -0.93599
H 0.52892 -2.31454 -2.79078
H 2.38851 -0.97766 -0.18188
H 3.64260 0.16415 -0.79432
H 2.76274 -0.75399 -1.98571
H 3.25702 2.18107 -1.15815
H 1.71281 2.95765 -1.48755
H 2.48496 1.99576 -2.72776
H 1.59372 0.71284 0.96471
H 0.85781 2.14850 0.35315
Mg 2.15777 -2.44194 -1.60998
*
```

**LUMO energy (alpha / beta)**: -10.7 / -10.7 eV
**Molecular weight**: 392.58 g mol⁻¹
**Kohn-Sham gap (alpha / beta)**: 2.59 / 2.55 eV
**Max |F|**: 0.0298 hartree/bohr

Okay, here come the Mulliken numbers, in e, for every atom: -0.937, -0.281, -2.535, 3.648, -1.423, -0.790, -1.178, 0.101, -2.529, 1.905, -1.471, -0.958, 0.396, -0.521, 1.699, -1.016, -1.711, -2.195, 0.343, 0.362, 0.306, 0.755, 0.629, 0.522, 0.563, 0.725, 0.318, 0.437, 0.400, 0.346, 0.381, 0.524, 0.426, 0.305, 0.795, -0.327, 0.270, -0.183, 0.672, 0.148, 0.533, 0.397, 0.421, 0.205, 0.415, 1.105

***

(3)
C21H22N6O4S in the gas phase. Source: OMol25; level of theory: wB97M-V/def2-TZVPD.

The geometry in ORCA input format:
```
! RIJCOSX wB97M-V def2-TZVPD def2/J DEFGRID3
* xyz 0 1
C -1.65983 -1.93116 1.65279
O -2.63128 -0.91869 1.55726
C -2.23637 0.30616 2.12498
C -3.21142 1.37565 1.62067
N -3.10165 1.46293 0.18979
C -2.08504 2.06786 -0.48892
S -0.97200 3.18002 0.25075
C 0.24431 3.30223 -1.11748
C 1.14223 2.11034 -1.08866
N 2.29836 2.21879 -0.53962
C 3.08566 1.09800 -0.47300
C 4.36368 1.20744 0.08920
C 5.18308 0.10462 0.18874
O 6.43171 0.10633 0.71111
C 6.95473 1.32102 1.19226
C 4.72904 -1.16390 -0.27974
O 5.61443 -2.18172 -0.13773
C 5.23680 -3.45710 -0.59833
C 3.47065 -1.27245 -0.82526
C 2.64150 -0.15033 -0.93181
C 1.31245 -0.26898 -1.51643
O 0.78181 -1.29259 -1.89652
N 0.64792 0.94994 -1.60272
N -2.08462 1.70047 -1.74605
N -3.08793 0.82873 -1.91075
C -3.69513 0.67132 -0.76707
C -4.82762 -0.21403 -0.55155
C -4.79846 -1.49804 -1.09012
C -5.88616 -2.32574 -0.86987
N -6.95430 -1.96112 -0.18045
C -6.98804 -0.73502 0.30982
C -5.96031 0.18131 0.15565
H -0.74999 -1.66171 1.10299
H -2.10175 -2.81842 1.20572
H -1.39985 -2.13496 2.69785
H -2.26539 0.25944 3.22372
H -1.21060 0.56274 1.81752
H -2.97305 2.34702 2.05946
H -4.22722 1.07902 1.88261
H -0.32771 3.37497 -2.04054
H 0.81597 4.20596 -0.92009
H 4.67115 2.18079 0.43207
H 7.95273 1.08546 1.55787
H 6.35136 1.72025 2.01366
H 7.02592 2.06998 0.39730
H 6.08894 -4.10452 -0.39886
H 4.35994 -3.83432 -0.06263
H 5.02837 -3.45019 -1.67274
H 3.08135 -2.20822 -1.19282
H -0.28650 0.95419 -2.01955
H -3.94145 -1.82479 -1.65552
H -5.90719 -3.33396 -1.26206
H -7.88663 -0.47359 0.85380
H -6.05663 1.18259 0.54934
*
```

**LUMO energy**: 0.4 eV
**Molecular weight**: 454.51 g mol⁻¹
**Kohn-Sham gap**: 8.38 eV
**Max |F|**: 0.0259 hartree/bohr
**SMILES**: COCCn1c(SCc2nc3cc(OC)c(OC)cc3c(=O)[nH]2)nnc1-c1ccncc1

Okay, here come the Mulliken numbers, in e, for every atom: -0.740, -0.172, -0.417, -1.088, 0.153, 0.605, -0.184, -0.894, 0.517, -0.646, -0.556, -0.252, 1.233, -0.426, -0.922, 0.988, -0.436, -0.888, -0.617, -0.532, 0.291, -0.721, -0.056, -0.482, -0.885, 0.473, 0.669, -0.528, -0.366, -0.631, -0.557, -0.270, 0.231, 0.244, 0.315, 0.450, 0.376, 0.447, 0.380, 0.405, 0.475, 0.480, 0.231, 0.353, 0.358, 0.226, 0.354, 0.358, 0.552, 0.279, 0.490, 0.389, 0.382, 0.560

***

(4)
A molecular structure, C5H10ClN2. Source: OMol25; level of theory: wB97M-V/def2-TZVPD.

The geometry in ORCA input format:
```
! RIJCOSX wB97M-V def2-TZVPD def2/J DEFGRID3
* xyz 1 1
C -1.00180 -0.68826 0.78415
C 0.96792 1.39701 1.11944
C 1.44084 1.64749 -0.32307
C 0.91047 0.34862 0.08777
C -0.40978 -0.86538 -1.60500
N -0.19071 -0.41556 -0.20869
N -2.18322 -1.25249 0.75918
Cl 2.70416 -1.17749 0.04454
H -0.81308 -0.23409 1.74083
H 1.76368 1.35107 1.91468
H -0.03508 1.54946 1.38659
H 0.89654 2.29492 -1.00177
H 2.60266 1.66922 -0.38681
H -1.38836 -0.70916 -1.88612
H 0.13119 -0.18675 -2.20155
H -0.00779 -1.78669 -1.71423
H -2.72099 -1.26349 1.60282
H -2.66665 -1.67842 -0.11277
*
```

**LUMO energy**: -5.0 eV
**Molecular weight**: 133.60 g mol⁻¹
**Kohn-Sham gap**: 8.70 eV
**Max |F|**: 0.0822 hartree/bohr

Okay, here come the Mulliken numbers, in e, for every atom: 0.166, -0.742, -0.413, 0.292, -1.158, 0.073, -0.327, -0.275, 0.376, 0.193, 0.448, 0.297, 0.247, 0.539, 0.354, 0.405, 0.254, 0.272

***

Please write out number 4 again, unchanged.
A molecular structure, C5H10ClN2. Source: OMol25; level of theory: wB97M-V/def2-TZVPD.

The geometry in ORCA input format:
```
! RIJCOSX wB97M-V def2-TZVPD def2/J DEFGRID3
* xyz 1 1
C -1.00180 -0.68826 0.78415
C 0.96792 1.39701 1.11944
C 1.44084 1.64749 -0.32307
C 0.91047 0.34862 0.08777
C -0.40978 -0.86538 -1.60500
N -0.19071 -0.41556 -0.20869
N -2.18322 -1.25249 0.75918
Cl 2.70416 -1.17749 0.04454
H -0.81308 -0.23409 1.74083
H 1.76368 1.35107 1.91468
H -0.03508 1.54946 1.38659
H 0.89654 2.29492 -1.00177
H 2.60266 1.66922 -0.38681
H -1.38836 -0.70916 -1.88612
H 0.13119 -0.18675 -2.20155
H -0.00779 -1.78669 -1.71423
H -2.72099 -1.26349 1.60282
H -2.66665 -1.67842 -0.11277
*
```

**LUMO energy**: -5.0 eV
**Molecular weight**: 133.60 g mol⁻¹
**Kohn-Sham gap**: 8.70 eV
**Max |F|**: 0.0822 hartree/bohr

Okay, here come the Mulliken numbers, in e, for every atom: 0.166, -0.742, -0.413, 0.292, -1.158, 0.073, -0.327, -0.275, 0.376, 0.193, 0.448, 0.297, 0.247, 0.539, 0.354, 0.405, 0.254, 0.272